DFT (ωB97M-V/def2-TZVPD) results for a 2-piece molecular cluster, C6H14O overall.

Geometry as XYZ:
```
21
Properties=species:S:1:pos:R:3:lowdin_charge:R:1
C -2.50 0.11 -1.05 -0.080
C -1.07 -0.35 -0.97 -0.421
C -0.46 -0.58 0.40 -0.118
C 0.98 -0.13 -0.32 -0.293
C 2.08 0.71 0.35 -0.095
C 0.06 0.63 -1.29 -0.157
H -3.20 -0.63 -0.64 0.080
H -2.74 0.27 -2.10 0.075
H -2.60 1.06 -0.51 0.079
H -0.98 -1.31 -1.52 0.144
H -0.75 -1.59 0.78 0.104
H -0.89 0.16 1.12 0.122
H 1.49 -0.93 -0.91 0.141
H 1.64 1.53 0.93 0.074
H 2.76 1.21 -0.36 0.082
H 2.69 0.08 1.00 0.058
H -0.11 1.63 -0.87 0.120
H 0.38 0.76 -2.32 0.108
O 1.33 -1.13 2.87 -0.068
H 0.44 -1.34 2.50 0.025
H 1.44 -0.18 2.90 0.020
```

Properties
energy relative to the best compared isomer or geometry (same formula, charge and spin): 33.1 kcal/mol
SMILES: C[C@H]1C[C@@H](C)C1.O
2S+1: 1
HOMO: -10.6 eV
F_max: 1.3 eV/Å
frontier orbital gap: 11.6 eV

DFT (ωB97M-V/def2-TZVPD) results for a 2-piece molecular cluster, C9H9N3O2 overall.

Geometry as XYZ:
```
23
Properties=species:S:1:pos:R:3:lowdin_charge:R:1
O 2.24 2.23 -0.62 0.062
C 2.89 1.26 -0.25 -0.441
C 3.74 1.15 0.92 -0.005
C 4.34 0.00 1.20 -0.054
N 4.14 -1.18 0.50 0.142
C 3.52 -1.19 -0.68 -0.573
O 3.52 -2.13 -1.40 0.116
N 2.85 0.01 -0.93 0.187
H 3.84 2.08 1.40 0.104
H 5.18 -0.04 1.95 0.150
H 4.58 -1.96 0.78 0.112
H 2.53 0.03 -1.96 0.199
C -4.48 0.81 -0.60 -0.126
C -3.17 1.03 -0.37 -0.117
C -2.64 -0.03 0.34 -0.207
N -3.23 -1.15 0.67 0.034
C -4.54 -1.28 0.39 -0.182
C -5.27 -0.27 -0.14 -0.089
H -4.96 1.37 -1.67 0.176
H -2.45 1.88 -0.60 0.132
H -1.54 0.08 0.76 0.139
H -4.79 -2.28 0.87 0.128
H -6.29 -0.41 -0.56 0.111
```

Properties
energy relative to the best compared isomer or geometry (same formula, charge and spin): 69.9 kcal/mol
SMILES: O=c1cc[nH]c(=O)[nH]1.c1ccncc1
2S+1: 1
HOMO: -9.6 eV
F_max: 7.0 eV/Å
frontier orbital gap: 10.0 eV

DFT (ωB97M-V/def2-TZVPD) results for a 2-piece molecular cluster, C11H15N overall.

Geometry as XYZ:
```
27
Properties=species:S:1:pos:R:3:lowdin_spin:R:1
C -1.40 2.04 -2.03 0.000
C -0.60 0.94 -2.68 0.000
H -1.84 2.71 -2.77 0.000
H -2.26 1.68 -1.45 0.000
H -0.86 2.68 -1.33 0.000
H -0.32 0.16 -1.96 0.000
H 0.28 1.34 -3.17 0.000
H -1.18 0.47 -3.47 0.000
C 0.96 -3.12 0.03 0.039
C 0.92 0.39 1.22 0.031
C 0.25 -0.79 0.86 0.014
C 1.24 -1.74 0.50 0.250
C 2.48 -1.11 0.71 0.196
C 0.31 1.48 1.79 0.039
C -1.09 1.41 1.87 0.114
C -1.14 -0.85 0.97 0.129
C -1.79 0.29 1.44 -0.003
N 2.29 0.15 1.07 0.149
H 3.06 0.71 1.42 0.002
H 0.88 2.34 2.11 0.000
H 3.46 -1.57 0.70 0.005
H -1.65 2.20 2.36 0.005
H -1.74 -1.68 0.60 0.006
H 0.27 -3.65 0.68 0.010
H 1.87 -3.69 -0.13 0.000
H -2.86 0.27 1.62 -0.003
H 0.49 -3.04 -0.95 0.015
```

Properties
charge: +1
energy relative to the best compared isomer or geometry (same formula, charge and spin): 0.0 kcal/mol
2S+1: 2
HOMO (alpha / beta): -13.0 / -13.5 eV
<S²>: 0.77
F_max: 1.2 eV/Å
frontier orbital gap (alpha / beta): 9.4 / 6.6 eV

DFT (ωB97M-V/def2-TZVPD) results for a 2-piece molecular cluster, C2N2OS overall.

Geometry as XYZ:
```
6
Properties=species:S:1:pos:R:3:lowdin_charge:R:1
C 1.37 0.15 -0.52 -0.541
C -1.50 -1.10 0.97 -0.057
N 2.19 -0.61 -0.29 0.142
N -2.24 -1.83 1.46 0.015
O 0.12 2.36 -0.49 -0.487
S 0.05 1.03 -1.12 0.927
```

Properties
energy relative to the best compared isomer or geometry (same formula, charge and spin): 86.6 kcal/mol
2S+1: 1
HOMO (alpha / beta): -12.6 / -10.6 eV
F_max: 1.4 eV/Å
frontier orbital gap (alpha / beta): 9.6 / 6.0 eV

DFT (ωB97M-V/def2-TZVPD) results for C10H15CaCl6FIN4Na2O10 as an isolated structure.

Geometry as XYZ:
```
50
Properties=species:S:1:pos:R:3:lowdin_charge:R:1
I 3.76 -2.58 2.68 1.048
C 1.79 -2.00 2.25 -0.644
C 0.70 -2.79 2.50 -0.171
N -0.43 -1.99 2.07 0.003
C 0.01 -0.82 1.59 -0.062
N 1.33 -0.84 1.68 0.091
H 0.71 -3.83 2.94 0.102
H -1.44 -2.28 2.11 0.084
H -0.62 0.00 1.20 0.118
H 1.94 -0.06 1.36 0.111
C 2.53 -1.60 -0.26 -1.211
O 2.96 -2.76 -0.53 -0.180
O 3.20 -0.70 0.39 -0.336
O 1.36 -1.18 -0.57 -0.196
Na -1.14 -3.88 3.01 0.676
Cl 4.90 2.61 -2.38 0.586
C 5.23 1.16 -3.33 -0.852
C 4.00 0.31 -3.53 -0.578
Cl 3.46 -0.43 -1.99 0.902
H 6.03 0.60 -2.82 -0.076
H 5.61 1.50 -4.31 -0.058
H 4.22 -0.50 -4.23 0.043
H 3.17 0.89 -3.94 0.084
C -1.02 0.62 -0.85 0.013
N -1.16 1.91 -1.55 -0.425
O -1.81 2.74 -0.96 0.104
O -0.62 2.04 -2.64 0.046
H -1.56 0.70 0.09 0.040
H -1.44 -0.15 -1.48 0.066
H 0.04 0.44 -0.67 0.079
C -2.96 -3.17 -1.83 -2.017
Cl -4.47 -2.27 -1.98 0.573
Cl -1.83 -2.65 -3.07 0.573
Cl -2.25 -2.86 -0.21 0.561
Cl -3.27 -4.90 -2.00 0.521
O -2.46 1.05 1.75 -0.022
C -2.31 1.69 2.81 -0.259
C -3.80 1.59 3.72 -0.285
O -3.65 2.24 4.76 0.045
H -2.10 2.76 2.73 0.141
H -1.52 1.34 3.51 0.125
H -3.99 0.50 3.81 0.112
H -4.57 1.92 3.00 0.130
Ca 7.51 0.32 -4.32 0.475
N -4.67 4.11 0.42 -0.643
O -5.22 2.99 0.30 -0.109
O -4.92 5.01 -0.40 -0.074
O -3.89 4.33 1.37 -0.091
Na 2.10 -2.42 -2.54 0.446
F 2.55 1.29 0.35 -0.608
```

Properties
charge: -1
2S+1: 1
HOMO: -3.3 eV
F_max: 6.5 eV/Å
frontier orbital gap: 2.0 eV

DFT (ωB97M-V/def2-TZVPD) results for C4H8AlO as an isolated structure.

Geometry as XYZ:
```
14
Properties=species:S:1:pos:R:3:lowdin_charge:R:1
Al -2.18 -1.16 1.94 1.861
C 0.47 -0.08 -1.15 -0.029
C 1.16 0.29 0.13 -0.022
C -0.02 0.76 0.97 -0.077
O -1.03 -0.23 0.76 -0.225
C -0.81 -0.68 -0.64 -0.013
H 1.05 -0.83 -1.69 0.189
H 0.32 0.86 -1.70 0.196
H 1.85 1.12 0.02 0.197
H 1.62 -0.57 0.62 0.177
H -0.34 1.77 0.71 0.185
H 0.28 0.80 2.02 0.173
H -1.57 -0.27 -1.31 0.216
H -0.79 -1.77 -0.68 0.172
```

Properties
charge: +3
energy relative to the best compared isomer or geometry (same formula, charge and spin): 27.0 kcal/mol
2S+1: 1
HOMO: -25.3 eV
F_max: 4.5 eV/Å
frontier orbital gap: 3.9 eV